This record from the Open Molecules 2025 dataset describes C45H39BrN6O7STi as an isolated structure. The level of theory is ωB97M-V/def2-TZVPD.

E_LUMO (spin up / spin down) ... 0.0600 / 0.0569 hartree
Energy relative to the best compared isomer or geometry (same formula, charge and spin) ... 3.010 eV
Charge ... -1
Spin multiplicity ... 2

Last column: Mulliken spin population.
CARTESIAN COORDINATES (ANGSTROEM)
Br 2.097 -4.627 -2.495  0.000
Ti 0.686 0.497 0.344  0.915
S -0.780 3.850 0.575  0.004
O -2.525 -2.123 1.612  0.000
O 1.182 -0.305 -1.409  -0.023
O 1.037 -1.883 3.222  0.000
O 2.065 -1.062 -5.978  0.001
O 1.522 2.103 -0.505  0.006
O 0.366 -1.160 1.220  0.027
O -3.944 -3.133 0.170  0.000
N -2.258 3.631 2.743  0.002
N 0.554 1.646 2.228  -0.033
N 2.673 0.254 1.200  -0.019
N -6.740 -1.067 0.179  0.000
N -0.464 2.296 2.820  0.004
N -1.309 0.854 -0.479  -0.035
C 3.739 -0.327 0.654  0.004
C -3.986 1.770 -1.332  0.001
C 3.753 0.228 3.320  -0.004
C 2.042 -5.603 1.531  0.000
C 2.116 1.484 -2.694  0.013
C 2.090 2.384 -1.586  0.008
C 1.890 -4.551 -0.603  0.000
C 1.316 2.029 7.233  0.000
C -2.428 -1.516 -1.724  -0.001
C 2.658 0.549 2.513  0.006
C 2.706 3.753 -1.605  0.000
C 2.059 -0.293 -4.868  0.004
C 2.187 -5.672 0.152  0.000
C -4.454 1.645 1.217  0.000
C -3.379 0.417 -2.967  0.001
C -4.430 -0.276 -0.670  -0.001
C 1.428 1.537 4.500  0.004
C 1.485 1.241 3.043  0.010
C 2.595 1.862 -3.973  0.004
C -2.476 0.283 0.173  0.039
C -3.830 1.011 0.003  0.009
C 1.447 -3.376 -0.026  -0.005
C 2.092 2.836 6.415  0.000
C -3.086 -1.028 -0.460  0.019
C 1.614 -4.431 2.133  0.000
C 1.595 -0.714 -3.648  0.017
C -5.677 -0.820 -0.184  0.000
C -3.769 0.723 -4.403  -0.001
C 2.151 2.587 5.050  -0.002
C 1.309 -3.321 1.356  0.001
C -3.228 -2.210 0.593  0.001
C 0.649 0.727 5.322  -0.001
C -1.562 -2.732 -1.627  -0.007
C -1.118 3.202 2.108  0.003
C 4.865 -0.644 1.385  0.000
C 1.519 -2.368 -5.863  0.000
C -2.754 1.697 -2.258  -0.003
C 0.866 -2.045 2.031  0.009
C -4.585 0.509 -2.000  0.000
C 2.571 1.014 -5.038  -0.001
C -2.574 -0.840 -2.863  0.001
C -1.455 1.468 -1.581  0.050
C 1.610 0.154 -2.532  -0.011
C 0.597 0.974 6.684  0.000
C 4.857 -0.367 2.747  0.002
H 2.520 -6.581 -0.329  0.000
H -4.262 1.045 2.109  0.000
H -2.072 -1.188 -3.764  0.001
H -4.340 -0.107 -4.824  0.000
H -4.497 2.729 -1.274  0.000
H -2.226 0.068 1.211  -0.049
H -4.035 2.641 1.380  0.000
H -2.666 2.535 -2.949  0.001
H 2.651 3.663 6.837  0.000
H 5.711 -1.116 0.905  0.000
H 1.499 -4.354 3.206  0.000
H 3.507 3.760 -0.863  0.001
H 1.270 2.221 8.298  0.000
H -5.536 1.727 1.088  0.000
H 3.105 4.066 -2.564  0.000
H -1.049 -2.928 -2.572  0.000
H 3.715 0.429 4.379  0.000
H -2.333 3.405 3.722  0.000
H 1.212 -2.511 -0.632  0.007
H 3.659 -0.557 -0.403  0.005
H -2.877 0.875 -5.018  0.000
H 1.202 -1.707 -3.477  0.004
H 2.086 -2.971 -5.151  0.000
H -0.824 -2.586 -0.837  0.005
H 2.979 2.862 -4.119  0.001
H -5.574 0.475 -2.454  0.000
H 2.925 1.309 -6.017  0.001
H 1.587 -2.810 -6.853  0.000
H 2.264 -6.475 2.133  0.000
H -2.635 4.503 2.422  0.000
H 0.098 -0.093 4.878  0.000
H -0.560 1.860 -2.058  0.003
H 5.710 -0.626 3.362  0.000
H 0.473 -2.331 -5.549  0.000
H 2.749 3.223 4.406  -0.001
H -0.010 0.342 7.320  0.000
H -2.165 -3.596 -1.341  0.000
H 1.947 4.453 -1.254  0.000
H -4.382 1.625 -4.461  0.000



This record from the Open Molecules 2025 dataset describes C8H22ClSiTmV as an isolated structure. The level of theory is ωB97M-V/def2-TZVPD.

E_LUMO (spin up / spin down) ... 0.1077 / 0.1064 hartree
Energy relative to the best compared isomer or geometry (same formula, charge and spin) ... 0.641 eV
Charge ... -1
Spin multiplicity ... 5

Last column: Mulliken spin population.
CARTESIAN COORDINATES (ANGSTROEM)
Tm -1.313 0.806 0.394  2.863
V 0.215 -0.629 -3.192  1.281
Cl 1.243 -2.398 -2.479  -0.002
Si 0.663 0.496 2.584  0.033
C 0.591 -1.333 2.992  -0.003
C -1.005 0.419 -1.942  -0.219
C 1.925 1.264 3.716  0.004
C 1.534 0.614 -3.880  -0.087
C -2.276 -1.231 0.811  -0.104
C -1.032 1.295 2.967  -0.121
C 0.960 0.731 0.769  -0.091
C -0.818 -1.115 -4.756  -0.075
H 1.493 1.677 0.528  0.079
H 2.531 0.148 -3.832  0.001
H -1.052 2.383 2.808  0.177
H -0.612 -2.154 -5.049  0.009
H 1.325 0.907 -4.918  0.019
H 1.558 -0.066 0.283  0.002
H -1.734 -1.996 0.227  0.029
H -2.463 -1.613 1.819  -0.004
H -2.050 0.301 -2.310  0.062
H -1.955 0.815 2.516  0.082
H 0.429 -1.476 4.069  0.001
H -1.882 -1.035 -4.492  0.003
H 1.538 1.508 -3.243  0.018
H -0.198 -1.870 2.448  0.015
H 1.677 1.109 4.774  0.008
H -3.261 -1.095 0.320  0.023
H -1.162 1.108 4.040  -0.072
H 2.908 0.812 3.530  0.006
H -0.609 -0.450 -5.605  0.023
H 2.008 2.344 3.543  -0.007
H -0.736 1.493 -2.155  0.050
H 1.560 -1.773 2.718  -0.001



This record from the Open Molecules 2025 dataset describes an isolated ion of composition C4H12NOS2 and charge +1. The level of theory is ωB97M-V/def2-TZVPD.

E_LUMO ... -0.1150 hartree
Energy relative to the best compared isomer or geometry (same formula, charge and spin) ... 2.568 eV
Charge ... +1
SMILES string ... C[C@@H](S)[NH2+][C@](C)(O)S

Last column: natural (NBO) charge in e.
CARTESIAN COORDINATES (ANGSTROEM)
S 1.766 0.833 0.682  0.108
S -2.902 -0.505 0.169  -0.028
O 0.458 -1.585 1.207  -0.774
N -0.455 -0.229 -0.503  -0.622
C 1.831 -1.194 -1.065  -0.675
C 0.969 -0.513 0.001  0.243
C -1.295 0.491 0.428  -0.142
C -1.282 1.989 0.089  -0.631
H 2.391 -0.422 -1.524  0.234
H 2.379 -2.025 -0.504  0.287
H 1.241 -1.746 -1.849  0.246
H -3.239 -0.737 1.448  0.178
H -1.047 -1.119 -0.678  0.492
H 2.875 0.936 -0.033  0.169
H -0.950 0.287 1.502  0.276
H -0.272 2.362 0.347  0.240
H -0.297 0.380 -1.321  0.441
H 1.102 -1.687 1.917  0.496
H -1.303 1.999 -1.018  0.203
H -1.970 2.483 0.705  0.260



This record from the Open Molecules 2025 dataset describes a 8-piece molecular cluster, C25H56F5N8O7S overall. The level of theory is ωB97M-V/def2-TZVPD.

E_LUMO ... -0.1124 hartree
Charge ... +1

Last column: Löwdin charge in e.
CARTESIAN COORDINATES (ANGSTROEM)
S -1.236 1.179 -1.983  1.224
F -3.366 -1.017 0.650  0.112
F -2.068 1.136 0.584  0.084
F -4.223 -0.772 -1.463  0.119
F -3.618 1.657 -0.958  0.042
F -2.132 -1.656 -1.102  0.088
O -1.525 -5.409 1.239  0.012
O 0.355 -0.502 3.295  0.009
O -1.532 -9.226 1.800  0.013
O -8.176 6.304 -1.273  0.029
O 8.917 1.532 0.110  0.004
O -2.209 3.308 -3.699  -0.061
O 3.292 1.174 -1.673  -0.028
N -0.018 -7.894 2.771  0.014
N 0.653 0.269 -0.221  -0.158
N -1.796 -1.121 3.381  0.006
N 10.432 2.851 -0.885  0.007
N -3.119 -6.757 0.432  0.022
N 5.355 2.043 -1.628  0.025
N -4.374 3.887 -3.735  0.013
N -6.666 7.609 -0.258  0.003
C -3.089 -1.355 3.990  -0.072
C -0.482 -9.123 2.425  -0.540
C -7.142 6.388 -0.627  -0.562
C -2.471 -5.567 0.472  -0.536
C 0.470 1.371 -1.177  -0.353
C -3.051 -0.703 -0.682  -0.379
C 11.208 0.903 0.392  -0.006
C 10.096 1.772 -0.129  -0.532
C -2.512 0.802 -0.695  -0.477
C 11.754 3.298 -1.273  -0.071
C -5.591 4.452 -4.283  -0.055
C -5.471 7.914 0.500  -0.078
C 0.328 -10.325 2.830  -0.010
C -2.948 -4.470 -0.442  -0.014
C 4.158 1.794 -1.052  -0.512
C -4.245 -7.139 -0.393  -0.066
C 6.493 2.748 -1.068  -0.067
C 1.190 -0.966 -0.853  -0.108
C -3.144 3.826 -4.307  -0.539
C -0.714 -0.296 5.427  -0.009
C -0.664 -0.641 3.963  -0.549
C -2.978 4.405 -5.685  -0.003
C -6.356 5.171 -0.216  -0.020
C 3.934 2.295 0.350  0.009
C 1.187 -7.566 3.501  -0.073
H -0.170 -11.230 2.483  0.084
H 5.432 1.678 -2.567  0.147
H -0.615 -7.135 2.463  0.105
H 12.538 2.653 -0.884  0.077
H -2.739 -7.439 1.074  0.105
H -1.944 4.281 -6.007  0.086
H 2.931 2.020 0.678  0.063
H 1.753 -8.450 3.783  0.074
H 1.320 -10.280 2.376  0.086
H 9.634 3.386 -1.198  0.135
H -4.923 7.019 0.785  0.073
H -6.345 3.662 -4.322  0.092
H -5.765 8.461 1.399  0.086
H 11.899 4.313 -0.896  0.086
H -3.950 -7.999 -0.999  0.089
H -7.246 8.375 -0.570  0.144
H -5.354 5.208 -0.650  0.072
H 1.187 0.551 0.609  0.105
H -3.625 3.883 -6.393  0.091
H 1.807 -6.924 2.871  0.085
H -5.446 4.863 -5.278  0.080
H 10.785 0.085 0.975  0.086
H 0.905 -7.014 4.401  0.084
H -3.100 -1.099 5.047  0.078
H 4.656 1.840 1.031  0.098
H 0.260 0.072 5.745  0.085
H -3.339 -2.412 3.870  0.089
H 11.774 0.477 -0.440  0.089
H -5.067 -7.433 0.263  0.087
H 6.306 3.099 -0.056  0.083
H 11.868 1.484 1.039  0.089
H -6.859 4.275 -0.582  0.082
H 11.805 3.314 -2.364  0.086
H 1.257 1.390 -2.020  0.108
H -3.985 -4.214 -0.212  0.091
H 6.716 3.602 -1.714  0.087
H -3.832 -0.753 3.463  0.078
H 1.361 -1.727 -0.023  0.112
H 4.021 3.383 0.379  0.093
H -4.830 8.554 -0.110  0.084
H -1.455 0.487 5.604  0.086
H -0.957 -1.184 6.014  0.089
H 0.380 -1.394 -1.550  0.069
H -2.333 -3.587 -0.294  0.049
H -1.061 0.108 -2.869  0.074
H -4.408 3.479 -2.812  0.122
H -2.858 -4.784 -1.484  0.092
H -5.935 5.240 -3.610  0.083
H -1.684 -1.329 2.400  0.116
H 0.536 2.413 -0.697  0.137
H -4.572 -6.333 -1.045  0.072
H -6.296 5.112 0.873  0.086
H 2.105 -0.800 -1.513  0.082
H -3.211 5.472 -5.675  0.091
H 7.348 2.070 -1.065  0.054
H 0.411 -10.372 3.918  0.086



no.,energy (Ha)
1,-6415.30397
2,-3096.75793
3,-1085.64489
4,-2848.20413